[1]
Molecular formula: C4H12N4
Method: DFT, ωB97M-V/def2-TZVPD

CARTESIAN COORDINATES (ANGSTROEM)
C -1.80731 1.24087 0.82140
C -0.89061 -0.92659 -1.42092
C -0.70970 0.22001 0.83408
N -2.11908 -1.36057 -1.10432
N 0.02885 -0.66886 -2.09819
N -0.83168 -0.80899 1.56823
H -2.47765 -2.09676 -1.69753
H -2.26737 -1.47970 -0.10712
H 1.32101 0.27355 -1.33278
H -0.01013 -1.41827 1.54494
H -2.64714 0.93541 1.44889
H -2.15706 1.38995 -0.20387
H -1.42573 2.21283 1.14303
C 2.79837 0.00329 0.15144
N 1.74345 0.76908 -0.50588
H 1.76433 1.76491 -0.31655
H 0.50167 0.56680 0.27981
H 3.77745 0.46046 -0.01129
H 2.78368 -1.02188 -0.22202
H 2.62466 -0.05553 1.22863

## Properties
Spin multiplicity = 1
ΔE to the lowest compared entry with this formula, charge and spin = 3.033 eV
HOMO-LUMO gap = 8.34 eV
HOMO = -7.539 eV

=====

[2]
Molecular formula: C8H27BrCuN9O5
Method: DFT, ωB97M-V/def2-TZVPD

CARTESIAN COORDINATES (ANGSTROEM)
Cu 1.94677 3.16054 -0.62805
Br 0.46725 0.90899 -0.29815
C 4.02165 -1.62741 0.09672
O 4.32873 -0.70509 -0.67436
N 2.78241 -1.99434 0.36329
N 4.91724 -2.32725 0.80668
H 2.05099 -1.50366 -0.13104
H 2.53559 -2.70747 1.03458
H 5.92083 -2.21381 0.81346
H 4.43474 -3.02476 1.35511
C 0.90493 -1.43071 3.11796
O 1.62535 -2.32431 3.57635
N 0.23360 -1.55706 2.04161
N 0.59561 -0.29620 3.68729
H -0.12521 -0.72862 1.58879
H 0.17083 -2.47123 1.61683
H 1.13161 -0.19131 4.53688
H 0.18922 0.44624 3.13615
C -3.68017 2.95351 -0.77764
O -4.73981 2.63973 -1.24141
N -3.11822 4.13150 -1.04013
N -2.90199 2.16397 -0.18316
H -2.16518 4.22618 -0.71943
H -3.59313 4.84807 -1.57031
H -1.93373 2.40373 -0.02472
H -3.16668 1.20097 -0.03261
C 3.49380 2.25299 2.22049
O 3.23043 2.81250 1.19905
N 3.21474 1.02819 2.42119
N 4.20543 2.74058 3.18152
H 3.43890 0.50032 3.25258
H 2.63023 0.59159 1.72274
H 4.54247 2.02869 3.81375
H 4.60098 3.66286 3.06731
C -0.66649 -1.27583 -3.51655
C -2.19387 -1.42295 -3.14064
C -2.71201 -0.32869 -2.19678
O -3.94673 -0.85770 -1.57707
C -3.71739 -1.46943 -0.31079
N -3.08520 -1.68935 -4.26353
H -0.54028 -0.44169 -4.20676
H -0.33592 -2.19267 -4.00465
H -0.01361 -1.12538 -2.65678
H -2.22112 -2.37590 -2.61221
H -2.84368 0.56749 -2.80309
H -2.01879 -0.07139 -1.39595
H -3.26004 -0.70085 0.31227
H -3.10200 -2.35797 -0.45180
H -4.67211 -1.62968 0.19016
H -2.92865 -0.88669 -4.85626
H -3.93214 -1.33949 -3.83880

## Properties
Spin multiplicity = 2
Net charge = +1
ΔE to the lowest compared entry with this formula, charge and spin = 7.710 eV
HOMO-LUMO gap (spin up / spin down) = 7.94 / 3.01 eV
HOMO (spin up / spin down) = -11.642 / -11.639 eV

=====

[3]
Molecular formula: C22H42F12K2N2O17S4
Method: DFT, ωB97M-V/def2-TZVPD

CARTESIAN COORDINATES (ANGSTROEM)
K -17.81314 4.49084 5.21914
K -13.89669 6.48056 11.86595
C -17.31261 8.08745 11.23963
F -18.53254 8.76806 11.12757
F -16.36994 9.08161 10.99411
F -17.29325 7.52141 12.41181
S -17.21522 6.71267 9.81148
O -18.36353 5.87476 9.90359
O -17.09995 7.54371 8.58629
N -15.75323 5.86073 10.15987
S -15.53795 4.86783 8.99198
O -16.50239 4.70077 7.88566
O -14.18863 5.03607 8.54874
C -15.54522 3.18085 10.05036
F -14.96036 3.28400 11.27505
F -16.79885 2.74893 10.32874
F -14.83510 2.28803 9.41251
C -15.26337 10.83389 7.10808
F -15.63227 9.69507 7.72727
F -14.56024 10.55375 6.02547
F -16.37130 11.47311 6.73863
S -14.23504 12.00318 8.26246
O -14.46298 11.52911 9.61357
O -12.83406 11.85412 7.84488
N -14.92532 13.68287 7.93551
S -14.56913 14.57899 9.08112
O -15.57060 14.76654 10.12275
O -13.16181 14.33496 9.46772
C -14.49600 16.39091 8.22539
F -15.65808 16.65072 7.57363
F -14.10785 17.36392 9.01032
F -13.62620 16.30928 7.23269
C -13.07419 4.58479 15.50233
O -13.74652 4.98904 14.30055
C -15.13099 4.94370 14.42263
C -15.62580 6.13725 15.23527
O -15.36904 7.34229 14.60850
C -14.30234 8.14290 15.19510
C -14.08345 9.40891 14.43366
O -13.78490 9.07161 13.08931
C -13.32133 10.22446 12.36845
H -13.01420 3.49650 15.49100
H -13.65625 4.87140 16.37822
H -12.04026 4.92985 15.50605
H -15.45176 3.98325 14.82604
H -15.59919 5.04697 13.44373
H -15.49230 6.01714 16.31038
H -16.71509 6.16375 15.20601
H -13.38241 7.55958 15.23483
H -14.59378 8.35777 16.22321
H -13.24564 9.89431 14.93420
H -14.93013 10.08769 14.53593
H -14.11782 10.90307 12.06319
H -13.05537 9.94086 11.35015
H -12.39305 10.70501 12.67744
C -14.34447 0.94226 13.19697
O -14.18498 0.18924 14.42115
C -13.61884 -1.08070 14.11393
C -12.84968 -1.80143 15.29190
O -13.72416 -2.18862 16.38540
C -13.12548 -2.51383 17.63850
C -13.19439 -1.37557 18.62836
O -14.52855 -1.14089 19.00821
C -14.73359 -0.34518 20.15988
H -15.01038 0.41951 12.51039
H -13.40793 1.00570 12.64291
H -14.67612 1.97327 13.31993
H -12.92522 -0.91450 13.28968
H -14.42382 -1.77849 13.88329
H -12.10031 -1.05027 15.54151
H -12.33435 -2.68446 14.91403
H -12.10511 -2.89600 17.60843
H -13.74506 -3.29391 18.08086
H -12.77208 -0.51510 18.10938
H -12.70866 -1.65896 19.56210
H -14.80596 -1.09301 20.94957
H -15.72703 0.09597 20.07890
H -13.91722 0.37087 20.25442
C -16.94067 8.03085 4.97882
O -18.03128 7.13221 4.78592
C -19.29447 7.81777 4.71267
C -20.35364 6.64507 4.59078
O -20.16973 5.67456 5.64818
C -20.76387 6.00250 6.85530
C -21.20095 4.78983 7.79626
O -20.32263 3.65634 7.51792
C -20.48295 2.53637 8.30091
H -16.65359 8.51007 4.04286
H -16.10185 7.34565 5.10108
H -17.06094 8.67690 5.84845
H -19.44252 8.49118 3.86846
H -19.44092 8.37004 5.64092
H -20.41940 6.18269 3.60590
H -21.38815 6.98788 4.61049
H -21.66657 6.61199 6.81338
H -20.01862 6.61695 7.36042
H -22.17596 4.30316 7.82076
H -21.15758 5.05835 8.85178
H -19.88829 1.72969 7.87225
H -21.53880 2.27459 8.23222
H -20.20886 2.67347 9.34694

## Properties
Spin multiplicity = 2
Net charge = +1
HOMO-LUMO gap (spin up / spin down) = 7.63 / 3.85 eV
HOMO (spin up / spin down) = -10.615 / -10.615 eV

=====

[4]
Molecular formula: C39H72BrClF8N4O10P2S
Method: DFT, ωB97M-V/def2-TZVPD

CARTESIAN COORDINATES (ANGSTROEM)
C 4.39577 -1.76610 1.60359
C 2.96921 -1.38551 0.88791
C 3.20561 -0.53014 -0.42378
Br 3.33218 -2.03451 -1.79696
C 2.39982 0.76302 -0.88486
P 3.28555 1.18849 -2.58665
O 4.88363 0.45082 -2.64653
Cl 2.53409 0.28074 -4.32252
C 2.82780 2.10739 0.01236
C 3.62544 1.81764 1.37512
C 2.92259 1.35317 2.70268
F 3.38577 2.14632 3.85043
P 4.23554 3.17535 -0.86027
N 3.72210 4.16946 -1.99896
C 1.72408 3.20681 0.29103
F 0.60542 2.75264 1.14840
C 1.98602 4.52036 1.14268
F 1.93536 4.25805 2.56767
F 0.68813 5.18997 0.99485
C 2.95653 5.71485 0.99645
F 4.13307 5.57557 1.82282
F 2.33241 6.81585 1.72016
F 3.20466 6.31858 -0.23480
O 0.96259 3.62964 -0.89043
S 0.24443 2.31446 -1.66049
O 0.66357 2.68688 -3.08412
O -1.25626 2.51036 -1.71166
C 0.76569 0.62551 -1.08567
C 0.16673 0.06604 0.26862
C -1.22355 0.11932 0.93086
C -2.14817 1.35172 1.20090
C -1.90356 2.20797 2.50509
C -2.67282 3.49704 2.85341
C -3.81394 4.02093 1.94087
C -4.18099 3.15418 0.69905
C -3.36880 1.85787 0.36864
C 0.24265 -0.36613 -2.21181
C -0.98807 -1.38744 -1.87968
F -0.41162 0.23981 -3.38399
H 4.72280 -2.79874 1.21460
H 4.18724 -1.93026 2.73088
H 5.18662 -0.95715 1.48405
H 2.53436 -2.43893 0.66684
H 2.30017 -1.00994 1.71376
H 4.32313 -0.21773 -0.33330
H 5.41938 1.06801 -3.20042
H 4.58456 1.17935 1.25143
H 4.07779 2.84473 1.69244
H 1.79804 1.32996 2.77612
H 3.32371 0.30335 2.98061
H 5.39615 2.39394 -1.16060
H 4.83550 4.06723 0.12567
H 4.26294 3.93096 -2.84859
H 0.93095 0.41208 1.07495
H 0.43267 -1.06904 0.28090
H -1.04204 -0.28252 2.01444
H -1.94375 -0.70205 0.53247
H -1.06224 1.88542 3.21443
H -2.37140 4.06465 3.79047
H -4.36316 5.00307 2.18889
H -5.03758 3.48527 0.00823
H -3.67165 1.24168 -0.54839
H 0.96814 -1.09880 -2.67734
H -1.25442 -1.93869 -2.85884
H -0.71510 -2.19605 -1.12978
H -1.90135 -0.75954 -1.62198
C -2.29871 -8.77021 -2.80776
O -3.55202 -8.15317 -3.04729
C -4.47548 -8.26403 -1.96365
C -4.61737 -6.93404 -1.21388
N -3.40935 -6.60725 -0.45548
C -3.32944 -5.21198 -0.01333
C -3.42982 -4.09324 -1.06351
O -2.30646 -3.98106 -1.93254
C -2.26248 -4.95139 -2.96640
H -1.78961 -8.88303 -3.76808
H -1.66496 -8.15520 -2.16504
H -2.41664 -9.76430 -2.36609
H -4.21576 -9.08474 -1.28532
H -5.44443 -8.50264 -2.41155
H -5.46445 -6.99949 -0.52314
H -4.84576 -6.17043 -1.96065
H -2.59436 -6.80749 -1.02328
H -2.35971 -5.10697 0.48919
H -4.09462 -5.04825 0.75092
H -3.46555 -3.14559 -0.51534
H -4.35995 -4.13251 -1.63995
H -3.25304 -5.18317 -3.36400
H -1.76089 -5.85198 -2.61049
H -1.65361 -4.55099 -3.78143
C -5.07320 10.61087 -0.15186
O -5.85080 11.17475 0.89106
C -7.25968 11.01787 0.72088
C -7.81986 9.94870 1.66665
N -7.38956 8.60452 1.28124
C -7.57922 7.58572 2.31816
C -6.94069 7.80416 3.69996
O -5.52045 7.70442 3.72875
C -4.84047 8.84511 3.23068
H -4.06460 11.02545 -0.08217
H -4.99490 9.52618 -0.05255
H -5.47729 10.86227 -1.13710
H -7.52706 10.81474 -0.32241
H -7.70882 11.97722 0.99398
H -8.91400 9.99091 1.64906
H -7.48570 10.20786 2.67371
H -6.40714 8.62660 1.03395
H -7.16871 6.65441 1.90843
H -8.65292 7.42142 2.44757
H -7.29917 6.99637 4.34636
H -7.27129 8.73127 4.18016
H -5.33895 9.77911 3.50003
H -4.71695 8.76256 2.15024
H -3.83714 8.85748 3.66387
C 4.20295 -8.71595 -0.01892
O 5.57673 -8.80280 0.31889
C 6.42542 -9.16624 -0.77078
C 7.22332 -7.96077 -1.28199
N 6.36581 -6.99468 -1.96919
C 6.97393 -5.67526 -2.16556
C 7.49801 -4.90935 -0.93963
O 6.48986 -4.41892 -0.06088
C 5.92375 -5.40151 0.79090
H 3.62653 -8.72248 0.90950
H 3.97704 -7.78564 -0.54473
H 3.88211 -9.56867 -0.62481
H 5.86932 -9.65499 -1.57888
H 7.13650 -9.89630 -0.37351
H 7.99498 -8.30892 -1.97648
H 7.72008 -7.51745 -0.41611
H 5.50930 -6.87399 -1.44145
H 6.20462 -5.05296 -2.63937
H 7.78477 -5.77421 -2.89296
H 8.00936 -4.01794 -1.31719
H 8.25719 -5.46726 -0.38131
H 6.66179 -6.12732 1.13963
H 5.09270 -5.89672 0.28707
H 5.50681 -4.89377 1.66480

## Properties
Spin multiplicity = 1
HOMO-LUMO gap = 8.01 eV
HOMO = -8.211 eV